Entry 1:
A 2-piece molecular cluster, C3H4S2 overall in a non-equilibrium geometry, computed with ωB97M-V/def2-TZVPD.

Each line ends with the Löwdin charge.
Element x y z (Å)
S (-0.180, -0.908, 1.549)  0.89
S (-0.504, 2.585, 0.959)  0.69
C (-0.116, 1.452, -0.079)  -0.81
C (0.588, -1.302, 0.004)  -0.44
C (-0.118, -0.031, 0.085)  -0.72
H (0.145, 1.879, -1.032)  0.03
H (0.123, -2.168, -0.500)  0.08
H (1.606, -1.473, 0.135)  0.05
H (-1.544, -0.034, -1.123)  0.23

The LUMO energy (spin up / spin down) is -0.0375 / -0.0374 Eh. As for the net charge: 0. The HOMO-LUMO gap (spin up / spin down) is 0.284 / 0.285 Eh. For the total energy, the calculation gives -912.90424 Eh.

Entry 2:
One molecule with the formula C3H5N3, computed with ωB97M-V/def2-TZVPD.

Each line ends with the Löwdin charge.
Element x y z (Å)
N (-0.285, 1.160, -0.500)  0.09
N (-0.997, -0.628, -1.661)  0.05
N (-0.916, 0.684, -1.558)  -0.10
C (0.092, 0.066, 0.157)  -0.36
C (-0.358, -1.049, -0.575)  -0.12
C (0.863, 0.129, 1.437)  -0.05
H (-0.255, -2.104, -0.363)  0.10
H (0.797, 1.133, 1.863)  0.07
H (-1.335, 1.296, -2.240)  0.15
H (0.470, -0.586, 2.167)  0.08
H (1.923, -0.101, 1.274)  0.08

The structure (SMILES) is Cc1cn[nH]n1. The LUMO energy is 0.0430 Eh. As for the net charge: 0. The HOMO-LUMO gap is 0.402 Eh. For the total energy, the calculation gives -281.56201 Eh.

Entry 3:
A 2-piece molecular cluster, C8H14INO5S overall in a non-equilibrium geometry, computed with ωB97M-V/def2-TZVPD.

Each line ends with the Löwdin charge.
Element x y z (Å)
I (0.141, 2.753, -0.402)  0.94
S (2.391, -0.349, -1.805)  0.62
O (2.225, -1.655, -2.346)  -0.22
O (3.511, 0.347, -2.321)  -0.21
O (1.120, 0.636, -2.020)  -0.27
O (2.288, -0.472, -0.192)  -0.12
O (0.399, 2.351, 3.443)  -0.16
N (0.845, 0.104, 1.559)  0.09
C (0.926, -0.256, 0.179)  -0.45
C (-1.224, 0.149, -1.253)  -0.20
C (0.209, 0.603, -0.910)  -0.73
C (-1.269, -1.130, -2.152)  -0.15
C (-0.701, -3.303, -1.051)  -0.14
C (-0.572, 3.357, 3.719)  -0.15
C (-1.837, -2.391, -1.388)  -0.18
C (0.334, -3.828, -0.741)  0.10
H (-2.504, -2.921, -2.085)  0.11
H (-1.800, 0.015, -0.324)  0.12
H (-1.717, 0.964, -1.805)  0.09
H (-2.406, -2.104, -0.494)  0.11
H (-0.573, 4.107, 2.925)  0.06
H (1.305, 0.995, 1.719)  0.04
H (1.257, 2.785, 3.405)  0.08
H (-0.229, -1.400, -2.397)  0.09
H (1.367, -4.082, -0.592)  0.05
H (-1.550, 2.884, 3.767)  0.08
H (-1.817, -0.955, -3.085)  0.12
H (-0.357, 3.834, 4.678)  0.08
H (-0.127, 0.176, 1.835)  0.09
H (0.364, -1.215, 0.134)  0.14

The structure (SMILES) is C#CCCC[C@]1(I)OS(=O)(=O)O[C@H]1N.CO. The LUMO energy is -0.0033 Eh. As for the net charge: 0. The HOMO-LUMO gap is 0.359 Eh. For the total energy, the calculation gives -1439.94602 Eh.

Entry 4:
One molecule with the formula C23H32N4O6, computed with ωB97M-V/def2-TZVPD.

Each line ends with the Löwdin charge.
Element x y z (Å)
O (-1.327, -3.535, -0.087)  0.08
O (3.371, -2.366, 0.561)  -0.07
O (-4.453, -2.057, 2.191)  0.12
O (-0.482, 1.243, -1.127)  -0.10
O (5.235, 2.310, 1.564)  -0.13
O (-3.835, 0.202, -1.717)  0.12
N (-1.263, -1.295, -0.511)  0.17
N (4.119, 0.196, -0.007)  -0.09
N (-3.971, -1.203, 0.087)  0.07
N (-4.840, 0.135, 1.610)  0.17
C (-3.472, 1.982, 0.685)  -0.22
C (4.865, -0.069, 1.209)  -0.13
C (4.512, 2.604, 0.389)  -0.19
C (-3.294, 2.703, 1.986)  -0.09
C (1.057, -1.873, 0.052)  0.06
C (2.947, -4.423, -0.706)  -0.06
C (-4.429, -1.139, 1.419)  -0.48
C (-3.407, -2.399, -0.487)  -0.01
C (-4.615, 0.992, 0.473)  -0.38
C (-5.888, 1.704, 0.019)  0.02
C (2.384, -1.502, 0.175)  -0.18
C (4.584, 1.432, -0.602)  -0.14
C (0.401, 1.904, -3.326)  -0.06
C (0.475, 0.330, -0.703)  -0.23
C (2.778, -0.166, -0.094)  -0.14
C (-2.319, 1.641, 1.578)  -0.09
C (4.760, 1.124, 2.166)  -0.18
C (-4.113, -0.015, -0.561)  -0.38
C (0.093, -0.973, -0.385)  -0.14
C (1.795, 0.716, -0.539)  0.05
C (-0.721, 1.245, -2.531)  -0.24
C (-1.877, -2.484, -0.327)  -0.42
C (3.103, -3.753, 0.655)  -0.23
H (-6.151, 2.488, 0.726)  0.09
H (-2.342, 0.700, 2.109)  0.11
H (-5.196, 0.457, 2.493)  0.16
H (0.735, -2.874, 0.276)  0.10
H (-5.721, 2.149, -0.958)  0.09
H (-2.980, 3.735, 1.954)  0.10
H (-3.650, -2.419, -1.554)  0.14
H (2.225, -3.940, 1.284)  0.12
H (5.377, 0.968, 3.053)  0.12
H (3.464, 2.819, 0.647)  0.12
H (-1.821, -0.495, -0.785)  0.11
H (-3.974, 2.486, 2.796)  0.10
H (-1.331, 1.930, 1.255)  0.10
H (4.493, -0.969, 1.689)  0.12
H (4.971, 3.500, -0.034)  0.13
H (-3.245, 2.524, -0.224)  0.15
H (-1.655, 1.799, -2.652)  0.12
H (3.821, -4.219, -1.319)  0.08
H (2.066, -4.054, -1.222)  0.07
H (2.037, 1.743, -0.759)  0.11
H (0.580, 2.912, -2.959)  0.08
H (-6.711, 0.996, -0.053)  0.09
H (2.850, -5.497, -0.571)  0.08
H (5.635, 1.278, -0.872)  0.13
H (0.120, 1.954, -4.374)  0.08
H (3.984, -4.152, 1.166)  0.12
H (-0.875, 0.220, -2.891)  0.13
H (5.915, -0.217, 0.934)  0.13
H (-3.844, -3.266, 0.013)  0.14
H (4.024, 1.651, -1.510)  0.12
H (3.709, 1.256, 2.471)  0.13
H (1.318, 1.326, -3.237)  0.07

The structure (SMILES) is CCOc1cc(N2CCOCC2)c(OCC)cc1NC(=O)CN1C(=O)N[C@@](C)(C2CC2)C1=O. The LUMO energy is 0.0236 Eh. As for the net charge: 0. The HOMO-LUMO gap is 0.288 Eh. For the total energy, the calculation gives -1566.11918 Eh.